No. 1
The following is a DFT calculation (ωB97M-V/def2-TZVPD) of a 2-piece molecular cluster, C3H6N2O3 overall.

**Orbital gap**: 9.60 eV
**SMILES string**: O=[N+]([O-])/N=C\O.C=C
**Largest force on an atom**: 0.061 hartree/bohr
**Relative energy (zero: lowest compared OMol25 entry of this formula, charge and spin)**: 170.11 kcal per mole

ORCA input file:
```
! RIJCOSX wB97M-V def2-TZVPD def2/J DEFGRID3
* xyz 0 1
O -3.166 0.517 0.228
N -2.258 1.321 0.132
O -2.082 2.347 0.727
N -1.167 1.019 -0.655
C -0.887 0.255 -1.670
O -1.669 -0.497 -2.389
H 0.246 0.361 -1.996
H -2.631 -0.566 -2.090
C 1.013 -0.720 0.911
C 1.385 0.523 0.716
H 1.020 -1.574 0.204
H 0.745 -1.092 1.944
H 1.290 1.032 1.640
H 1.887 0.801 -0.222
*
```

Mulliken atomic charge list, values in e, 2 entries: -0.58, 0.98

No. 2
The following is a DFT calculation (ωB97M-V/def2-TZVPD) of one molecule with the formula C3H6N2O3.

**Orbital gap**: 10.64 eV
**SMILES string**: C=NO[C@H](N)C(=O)O
**Largest force on an atom**: 0.039 hartree/bohr
**Relative energy (zero: lowest compared OMol25 entry of this formula, charge and spin)**: 73.51 kcal per mole

ORCA input file:
```
! RIJCOSX wB97M-V def2-TZVPD def2/J DEFGRID3
* xyz 0 1
C -1.336 -1.409 -2.145
N -0.786 -1.446 -0.980
O -0.322 -0.155 -0.659
C 0.365 -0.180 0.593
N -0.581 -0.331 1.716
C 1.159 1.137 0.771
O 1.412 1.677 1.842
O 1.613 1.688 -0.374
H -1.775 -2.323 -2.574
H -1.390 -0.492 -2.756
H 1.097 -0.996 0.605
H -0.145 0.073 2.546
H -1.383 0.256 1.499
H 2.073 2.503 -0.083
*
```

Mulliken atomic charge list, values in e, 2 entries: -0.26, -0.50

No. 3
The following is a DFT calculation (ωB97M-V/def2-TZVPD) of one molecule with the formula C3H6N2O3.

**Orbital gap**: 10.44 eV
**SMILES string**: NC(=O)NOCC=O
**Largest force on an atom**: 0.061 hartree/bohr
**Relative energy (zero: lowest compared OMol25 entry of this formula, charge and spin)**: 83.68 kcal per mole

ORCA input file:
```
! RIJCOSX wB97M-V def2-TZVPD def2/J DEFGRID3
* xyz 0 1
N 2.586 -0.372 -1.383
C 1.251 -0.039 -1.034
O 0.337 0.002 -1.852
N 0.918 0.194 0.269
O -0.226 0.884 0.553
C -1.256 0.025 1.179
C -2.590 0.372 0.526
O -3.390 1.164 1.023
H 3.246 -0.605 -0.680
H 2.499 -0.895 -2.211
H 1.603 0.088 0.974
H -1.304 0.137 2.221
H -0.895 -0.982 0.953
H -2.779 0.027 -0.540
*
```

Mulliken atomic charge list, values in e, 2 entries: -0.45, 0.57

No. 4
The following is a DFT calculation (ωB97M-V/def2-TZVPD) of one molecule with the formula C3H6N2O3.

**Orbital gap**: 9.24 eV
**SMILES string**: N/N=C(\CO)OC=O
**Largest force on an atom**: 0.244 hartree/bohr
**Relative energy (zero: lowest compared OMol25 entry of this formula, charge and spin)**: 157.57 kcal per mole

ORCA input file:
```
! RIJCOSX wB97M-V def2-TZVPD def2/J DEFGRID3
* xyz 0 1
N 1.581 -0.947 -0.738
N 0.727 -0.212 -1.248
C 0.242 0.549 -0.329
C 0.455 0.384 0.941
O 0.605 -0.899 1.625
O -0.927 1.360 -0.839
C -2.239 0.798 -0.606
O -2.457 0.010 0.303
H 2.122 -1.546 -1.602
H 1.902 -1.281 0.311
H 1.438 0.684 0.896
H -0.375 1.031 1.345
H -0.144 -1.290 1.255
H -2.930 1.361 -1.313
*
```

Mulliken atomic charge list, values in e, 2 entries: -0.24, -0.50

No. 5
The following is a DFT calculation (ωB97M-V/def2-TZVPD) of one molecule with the formula C3H6N2OS.

**Orbital gap**: 7.68 eV
**SMILES string**: CN/N=C\C(O)=S
**Largest force on an atom**: 0.056 hartree/bohr
**Relative energy (zero: lowest compared OMol25 entry of this formula, charge and spin)**: 69.49 kcal per mole

ORCA input file:
```
! RIJCOSX wB97M-V def2-TZVPD def2/J DEFGRID3
* xyz 0 1
C -0.968 0.787 -1.992
N -0.470 0.257 -0.772
N 0.564 0.878 -0.234
C 1.127 0.369 0.877
C 0.809 -0.820 1.633
O -0.276 -1.647 1.358
S 1.818 -1.212 2.949
H -0.175 1.419 -2.462
H -1.832 1.393 -1.770
H -1.329 0.131 -2.726
H -1.024 -0.372 -0.196
H 1.994 1.050 1.210
H -0.239 -2.232 2.125
*
```

Mulliken atomic charge list, values in e, 2 entries: -0.77, 0.12

No. 6
The following is a DFT calculation (ωB97M-V/def2-TZVPD) of one molecule with the formula C3H6N2OS.

**Orbital gap**: 9.98 eV
**SMILES string**: CS/C=N\NC=O
**Largest force on an atom**: 0.108 hartree/bohr
**Relative energy (zero: lowest compared OMol25 entry of this formula, charge and spin)**: 124.98 kcal per mole

ORCA input file:
```
! RIJCOSX wB97M-V def2-TZVPD def2/J DEFGRID3
* xyz 0 1
C -1.562 -0.531 0.461
S -0.653 -2.022 -0.219
C 0.877 -1.367 0.163
N 1.507 -0.232 0.365
N 0.407 0.900 0.404
C 0.622 1.345 -0.945
O 0.711 2.479 -1.436
H -1.373 0.321 -0.257
H -2.563 -0.722 0.586
H -0.909 -0.029 1.273
H 1.803 -2.113 0.038
H 0.544 1.665 1.235
H 0.589 0.305 -1.669
*
```

Mulliken atomic charge list, values in e, 2 entries: -0.68, 0.00

No. 7
The following is a DFT calculation (ωB97M-V/def2-TZVPD) of one molecule with the formula C3H6N2OS.

**Orbital gap**: 8.74 eV
**SMILES string**: CN1C=NSCO1
**Largest force on an atom**: 0.084 hartree/bohr
**Relative energy (zero: lowest compared OMol25 entry of this formula, charge and spin)**: 98.48 kcal per mole

ORCA input file:
```
! RIJCOSX wB97M-V def2-TZVPD def2/J DEFGRID3
* xyz 0 1
C 0.072 0.918 2.374
N 0.070 0.089 1.226
C -1.072 -0.417 0.666
N -1.225 -0.785 -0.517
S -0.108 -0.543 -1.752
C 0.940 0.696 -0.914
O 1.207 0.085 0.382
H -0.298 2.003 2.124
H -0.585 0.654 3.185
H 1.125 0.874 2.771
H -1.828 -0.256 1.385
H 1.804 0.840 -1.455
H 0.292 1.571 -0.749
*
```

Mulliken atomic charge list, values in e, 2 entries: -0.85, 0.09

No. 8
The following is a DFT calculation (ωB97M-V/def2-TZVPD) of a 2-piece molecular cluster, C3H6N2OS overall.

**Orbital gap (spin up / spin down)**: 6.72 / 6.23 eV
**Largest force on an atom**: 0.109 hartree/bohr
**Relative energy (zero: lowest compared OMol25 entry of this formula, charge and spin)**: 42.55 kcal per mole

ORCA input file:
```
! RIJCOSX wB97M-V def2-TZVPD def2/J DEFGRID3
* xyz 0 3
C 2.264 1.230 0.146
C 2.541 0.142 0.929
C -1.350 -0.759 -0.533
N 1.885 -0.342 -1.331
N 1.900 0.890 -1.100
O -0.563 0.186 0.153
S 2.303 -1.257 -0.015
H 2.309 2.267 0.423
H 2.848 0.097 1.954
H -0.946 -1.741 -0.290
H -1.293 -0.616 -1.615
H -2.396 -0.712 -0.211
H -0.848 1.069 -0.121
*
```

Mulliken atomic charge list, values in e, 2 entries: -0.28, -0.07